{"formula": "C16H44CuN4O4", "method": "ωB97M-V/def2-TZVPD", "symbols": ["Cu", "C", "C", "C", "O", "C", "N", "H", "H", "H", "H", "H", "H", "H", "H", "H", "H", "H", "C", "C", "C", "O", "C", "N", "H", "H", "H", "H", "H", "H", "H", "H", "H", "H", "H", "C", "C", "C", "O", "C", "N", "H", "H", "H", "H", "H", "H", "H", "H", "H", "H", "H", "C", "C", "C", "O", "C", "N", "H", "H", "H", "H", "H", "H", "H", "H", "H", "H", "H"], "positions_angstrom": [[0.40, -0.08, 0.57], [-2.29, 0.61, 1.83], [-2.16, -0.69, 0.97], [-2.12, -0.46, -0.58], [-0.79, 0.03, -0.86], [-0.61, 0.33, -2.25], [-0.97, -1.37, 1.35], [-2.50, 0.40, 2.92], [-3.19, 1.10, 1.53], [-1.28, 1.23, 1.66], [-2.95, -1.44, 1.11], [-2.85, 0.22, -0.92], [-2.13, -1.48, -1.25], [-0.53, -0.66, -2.71], [0.26, 0.89, -2.58], [-1.45, 0.68, -2.78], [-1.18, -1.73, 2.30], [-1.03, -2.18, 0.78], [0.70, -3.05, -1.32], [0.36, -4.36, -0.61], [1.47, -4.88, 0.19], [1.71, -3.97, 1.22], [1.56, -4.36, 2.54], [-0.68, -4.14, 0.37], [0.00, -2.62, -1.95], [1.70, -2.96, -1.76], [0.98, -2.45, -0.43], [0.13, -5.16, -1.33], [2.34, -5.12, -0.38], [1.32, -5.93, 0.49], [1.75, -3.50, 3.20], [2.17, -5.11, 2.82], [0.54, -4.78, 2.68], [-0.25, -3.64, 1.17], [-0.85, -5.08, 0.74], [-0.65, 3.10, -0.22], [-0.70, 3.96, -1.45], [-1.61, 5.28, -1.29], [-3.00, 4.79, -0.95], [-3.76, 4.51, -2.12], [0.62, 4.47, -1.83], [0.01, 2.24, -0.29], [-1.65, 2.68, -0.08], [-0.43, 3.57, 0.73], [-1.00, 3.32, -2.20], [-1.64, 6.00, -2.05], [-1.20, 5.85, -0.37], [-4.03, 5.28, -2.81], [-4.73, 4.06, -1.91], [-3.23, 3.76, -2.59], [1.48, 4.08, -1.53], [0.62, 5.45, -1.57], [1.98, -0.97, 2.37], [2.27, 0.51, 1.90], [2.84, 0.58, 0.51], [1.90, 0.04, -0.38], [2.35, 0.01, -1.67], [1.08, 1.22, 1.79], [1.27, -0.79, 3.14], [2.90, -1.42, 2.73], [1.57, -1.61, 1.58], [2.92, 1.06, 2.60], [3.69, -0.13, 0.51], [3.23, 1.59, 0.31], [3.37, -0.46, -1.66], [2.20, 1.08, -2.11], [1.82, -0.83, -2.19], [1.39, 2.18, 1.62], [0.52, 1.24, 2.74]], "lowdin_charge": [0.1722, -0.0232, -0.3811, -0.0778, -0.2936, -0.0709, 0.0259, 0.1012, 0.0626, 0.0874, 0.1472, 0.1113, 0.1820, 0.0892, 0.0812, 0.0882, 0.1415, 0.0334, -0.0266, -0.4102, -0.2330, -0.2086, -0.0876, 0.0447, 0.0457, 0.0953, 0.0646, 0.1577, 0.1257, 0.1431, 0.0955, 0.0596, 0.1051, 0.0549, 0.0992, -0.0706, -0.4002, -0.0876, -0.1982, -0.1095, 0.0406, 0.0411, 0.0767, 0.0860, 0.0859, 0.0981, 0.1492, 0.0816, 0.0919, 0.0468, 0.0468, 0.0604, -0.0244, -0.4109, -0.1609, -0.2792, -0.0871, -0.0173, 0.0721, 0.0984, 0.0528, 0.1562, 0.1520, 0.1509, 0.1219, 0.1441, 0.0947, 0.1232, 0.1726], "homo_energy_ev": -10.134, "total_charge": 1, "lumo_ev": -2.13, "total_energy_ha": -2795.9981, "gap_ev": 8.005}



{"formula": "C16H45NO7", "method": "ωB97M-V/def2-TZVPD", "symbols": ["C", "O", "C", "C", "N", "C", "C", "O", "C", "H", "H", "H", "H", "H", "H", "H", "H", "H", "H", "H", "H", "H", "H", "H", "C", "C", "O", "H", "H", "H", "H", "H", "H", "C", "C", "O", "H", "H", "H", "H", "H", "H", "C", "C", "O", "H", "H", "H", "H", "H", "H", "C", "C", "O", "H", "H", "H", "H", "H", "H", "C", "C", "O", "H", "H", "H", "H", "H", "H"], "positions_angstrom": [[-4.11, 1.22, -0.23], [-3.09, 0.87, 0.67], [-3.18, 1.66, 1.88], [-2.02, 1.32, 2.85], [-1.98, -0.14, 3.11], [-0.67, -0.47, 3.70], [-0.56, -1.97, 4.00], [-0.44, -2.73, 2.82], [-0.54, -4.12, 3.05], [-4.04, 0.62, -1.14], [-4.20, 2.27, -0.49], [-4.99, 1.01, 0.39], [-4.12, 1.50, 2.41], [-3.06, 2.71, 1.63], [-2.22, 1.84, 3.79], [-1.09, 1.68, 2.41], [-2.08, -0.61, 2.22], [-0.61, 0.18, 4.58], [0.17, -0.20, 3.08], [-1.42, -2.23, 4.61], [0.30, -2.15, 4.66], [-0.51, -4.70, 2.13], [-1.47, -4.38, 3.57], [0.31, -4.48, 3.64], [-1.55, -4.33, -0.23], [-2.14, -4.52, -1.61], [-1.42, -5.42, -2.43], [-0.52, -3.97, -0.34], [-1.58, -5.31, 0.25], [-2.11, -3.67, 0.43], [-2.26, -3.58, -2.15], [-3.13, -4.95, -1.49], [-1.87, -5.54, -3.27], [0.16, -0.83, 0.02], [0.04, 0.47, -0.75], [-1.10, 0.38, -1.59], [0.80, -0.74, 0.90], [0.50, -1.60, -0.67], [-0.83, -1.18, 0.30], [1.02, 0.65, -1.21], [-0.24, 1.29, -0.09], [-1.87, 0.42, -1.02], [3.97, 2.47, -0.40], [5.16, 2.21, 0.61], [6.07, 3.26, 0.38], [3.56, 3.44, -0.14], [3.25, 1.65, -0.34], [4.29, 2.52, -1.44], [5.55, 1.21, 0.47], [4.67, 2.21, 1.59], [6.57, 3.45, 1.18], [3.31, -1.02, -2.44], [4.84, -0.96, -2.40], [5.42, -0.68, -3.64], [2.93, -1.12, -1.42], [2.94, -1.89, -2.99], [2.95, -0.10, -2.90], [5.13, -1.86, -1.86], [5.11, -0.11, -1.78], [5.54, -1.51, -4.12], [-2.01, 3.64, -1.98], [-1.70, 4.93, -2.67], [-2.77, 5.38, -3.49], [-2.49, 2.89, -2.61], [-2.72, 3.85, -1.18], [-1.10, 3.30, -1.48], [-0.86, 4.74, -3.34], [-1.37, 5.70, -1.97], [-2.52, 6.14, -4.02]], "lowdin_charge": [-0.1078, -0.2272, -0.1806, -0.1915, -0.0422, -0.2086, -0.2346, -0.1891, -0.1021, 0.1001, 0.0764, 0.0892, 0.1216, 0.1189, 0.1172, 0.1054, 0.0808, 0.1180, 0.0992, 0.1184, 0.1180, 0.0607, 0.0920, 0.0874, -0.0950, -0.3343, -0.0772, 0.0749, 0.0720, 0.0790, 0.1076, 0.1045, 0.0807, -0.0838, -0.3052, -0.0868, 0.0707, 0.0678, 0.0604, 0.0925, 0.0948, 0.0311, -0.0784, -0.3077, -0.0726, 0.0693, 0.0497, 0.0681, 0.0927, 0.1024, 0.0813, -0.0909, -0.3400, -0.0551, 0.0591, 0.0737, 0.0739, 0.1103, 0.0922, 0.0855, -0.0929, -0.3370, -0.0778, 0.0871, 0.0605, 0.0766, 0.1074, 0.1106, 0.0785], "homo_energy_ev": -9.185, "total_charge": 0, "lumo_ev": 0.67, "total_energy_ha": -1217.8984, "smiles": "COCCNCCOC.CCO.CCO.CCO.CCO.CCO", "gap_ev": 9.859}



{"formula": "C16H46BrIO10P", "method": "ωB97M-V/def2-TZVPD", "symbols": ["C", "C", "Br", "C", "P", "C", "C", "C", "I", "H", "H", "H", "H", "H", "H", "H", "H", "H", "H", "H", "H", "H", "H", "H", "H", "C", "C", "O", "O", "H", "H", "H", "H", "H", "H", "C", "C", "O", "O", "H", "H", "H", "H", "H", "H", "C", "C", "O", "O", "H", "H", "H", "H", "H", "H", "C", "C", "O", "O", "H", "H", "H", "H", "H", "H", "C", "C", "O", "O", "H", "H", "H", "H", "H", "H"], "positions_angstrom": [[2.58, -1.43, 3.65], [3.25, -0.23, 2.91], [3.09, -0.43, 0.92], [2.83, 1.19, 3.41], [0.95, 1.55, 3.49], [-0.92, 2.00, 3.62], [-1.93, 1.01, 2.94], [-1.60, -0.51, 3.10], [-2.29, 1.52, 0.83], [2.58, -1.18, 4.74], [3.23, -2.32, 3.47], [1.55, -1.64, 3.31], [4.35, -0.33, 3.10], [3.31, 1.33, 4.41], [3.28, 1.95, 2.73], [1.17, 2.75, 2.69], [1.18, 2.36, 4.71], [0.70, 0.42, 4.37], [0.70, 0.75, 2.28], [-1.18, 2.08, 4.71], [-1.06, 3.00, 3.14], [-2.92, 1.17, 3.43], [-1.09, -0.74, 4.06], [-1.04, -0.92, 2.23], [-2.57, -1.07, 3.13], [-0.06, -4.37, 4.86], [0.74, -5.21, 5.85], [0.11, -5.17, 7.13], [-0.17, -3.03, 5.32], [0.42, -4.36, 3.88], [-1.07, -4.78, 4.76], [1.74, -4.79, 5.97], [0.83, -6.24, 5.51], [-0.71, -5.67, 7.07], [-0.26, -3.08, 6.28], [-0.30, -2.11, -1.81], [0.16, -0.68, -2.03], [0.19, -0.01, -0.78], [-1.58, -2.12, -1.19], [-0.36, -2.65, -2.75], [0.40, -2.63, -1.14], [-0.55, -0.15, -2.66], [1.15, -0.64, -2.50], [0.91, -0.38, -0.25], [-1.58, -1.38, -0.57], [-3.06, 3.05, -3.98], [-2.42, 2.07, -4.94], [-2.74, 0.73, -4.57], [-2.64, 2.80, -2.64], [-2.77, 4.07, -4.23], [-4.15, 2.98, -4.01], [-1.33, 2.15, -4.87], [-2.73, 2.26, -5.97], [-3.68, 0.59, -4.75], [-2.61, 1.84, -2.55], [-0.40, -1.15, -7.37], [0.06, -1.52, -5.97], [0.22, -0.34, -5.18], [0.54, -0.27, -7.97], [-0.50, -2.03, -8.00], [-1.37, -0.63, -7.32], [1.03, -2.00, -6.01], [-0.66, -2.19, -5.48], [-0.66, 0.02, -5.01], [0.86, 0.31, -7.26], [0.81, 3.64, -2.25], [1.68, 2.94, -1.21], [1.13, 3.15, 0.09], [0.72, 5.03, -1.95], [1.23, 3.52, -3.25], [-0.20, 3.22, -2.23], [2.68, 3.38, -1.20], [1.76, 1.87, -1.41], [0.31, 2.64, 0.14], [0.68, 5.08, -0.99]], "lowdin_charge": [-0.1829, -0.7476, 0.6404, -0.4398, 0.3412, -0.4694, -0.7695, -0.2116, 0.8524, 0.0775, 0.0632, 0.0535, 0.0660, 0.0666, 0.0544, -0.0433, -0.0427, -0.0344, -0.0310, 0.0623, 0.0380, 0.0502, 0.0495, 0.0461, 0.0648, -0.2485, -0.2392, -0.0789, -0.0710, 0.1210, 0.1142, 0.1229, 0.1147, 0.0866, 0.0806, -0.2386, -0.2464, -0.2035, -0.0852, 0.1081, 0.1168, 0.1031, 0.1188, -0.0337, 0.0371, -0.2380, -0.2292, -0.0807, -0.0993, 0.1255, 0.1162, 0.1191, 0.1208, 0.0991, 0.0606, -0.2489, -0.2299, -0.0815, -0.0740, 0.1174, 0.1117, 0.1249, 0.1186, 0.0446, 0.0765, -0.2486, -0.2462, -0.1115, -0.0821, 0.1138, 0.0959, 0.1221, 0.0932, -0.0003, 0.0776], "homo_energy_ev": -3.454, "total_charge": -1, "lumo_ev": 2.02, "total_energy_ha": -4602.5069, "gap_ev": 5.476}